Entry 1:
{"formula": "C24H12F9NO5PZr", "method": "ωB97M-V/def2-TZVPD", "total_charge": 1, "molar_mass_g_mol": 687.5, "e_tot_ha": -2639.85437, "symbols": ["Zr", "P", "F", "F", "F", "F", "F", "F", "F", "F", "F", "O", "O", "O", "O", "O", "N", "C", "C", "C", "C", "C", "C", "C", "C", "C", "C", "C", "C", "C", "C", "C", "C", "C", "C", "C", "C", "C", "C", "C", "C", "H", "H", "H", "H", "H", "H", "H", "H", "H", "H", "H", "H"], "positions_angstrom": [[15.0187, 8.4660, 9.3922], [12.1524, 7.6891, 7.0035], [16.2604, 5.1094, 11.7460], [6.1595, 10.6267, 7.6373], [5.6143, 8.4906, 7.4777], [14.8306, 13.8780, 7.1144], [15.9466, 13.1530, 5.3278], [15.0846, 6.5766, 13.0146], [16.6862, 12.6920, 7.2841], [14.3825, 4.4887, 12.7961], [6.0424, 9.4023, 9.3350], [16.8319, 7.8398, 9.8262], [18.9005, 7.9873, 9.1845], [15.9282, 8.4456, 7.6222], [17.7696, 7.7325, 6.4482], [13.0746, 11.1250, 12.1298], [14.5854, 9.7887, 10.8524], [13.2066, 10.2166, 7.9970], [13.9492, 6.0282, 8.4379], [14.6741, 10.6110, 5.6246], [13.8032, 10.5266, 11.4493], [15.5171, 12.8625, 6.5821], [6.3918, 9.4151, 8.0633], [8.2259, 7.7568, 8.3598], [17.7966, 7.8549, 8.8772], [13.8784, 9.4908, 5.8338], [14.7029, 11.5758, 6.6314], [10.0098, 9.6052, 7.3178], [9.5404, 7.3726, 8.0403], [14.6365, 5.6568, 9.5842], [7.8160, 9.0330, 8.0058], [12.8672, 6.9818, 8.5858], [13.1582, 6.8948, 11.0292], [12.4766, 7.3444, 9.8759], [14.2474, 6.0303, 10.8954], [13.1981, 9.2488, 6.9906], [15.0382, 5.4984, 12.1719], [17.1694, 7.9016, 7.4578], [10.4713, 8.3299, 7.5888], [13.9731, 11.3417, 7.8347], [8.7183, 9.9599, 7.5006], [7.4463, 7.0577, 8.6998], [13.7472, 8.8327, 4.9714], [13.9310, 12.1498, 8.5132], [10.7923, 10.2028, 6.7872], [15.4927, 5.0732, 9.4286], [12.7131, 7.1537, 11.9588], [9.7873, 6.3360, 8.1701], [8.2486, 10.9656, 7.3046], [14.2661, 5.7087, 7.4329], [11.6649, 8.0212, 10.0523], [12.5435, 10.0904, 8.8631], [15.1003, 10.7014, 4.6267]], "atomic_forces_ev_per_a": [[0.2, -1.3, -0.1], [-0.7, 0.7, 0.6], [-1.0, 0.3, 1.2], [-0.6, 0.9, -1.2], [-0.1, 0.4, -0.7], [0.5, -0.2, -0.4], [-1.0, 0.1, 0.8], [0.6, -1.5, -0.5], [-1.1, 0.2, 0.0], [1.0, 1.1, -0.8], [-0.8, 0.0, 1.9], [-1.9, 0.0, 0.5], [3.1, 0.0, -0.2], [0.1, -0.2, -0.6], [-0.8, -0.3, 0.3], [0.3, 0.0, -0.8], [-1.0, 1.4, 0.3], [-0.2, -0.8, 0.7], [-1.0, 1.7, 0.3], [-0.5, 0.6, 0.2], [0.7, -1.0, 0.6], [1.4, -0.7, -0.6], [0.1, -1.2, 1.2], [-0.1, -0.4, -0.9], [-1.6, -0.1, 0.1], [0.3, -0.3, -1.5], [-0.1, -0.6, 0.7], [3.1, 0.4, -1.3], [-0.5, 0.7, 0.8], [-0.5, 0.2, 0.3], [1.4, 0.0, -0.7], [0.5, -0.6, -0.6], [-0.1, -0.9, -1.1], [0.9, -0.1, 0.4], [0.2, -0.2, 0.3], [-1.3, -0.8, 0.1], [-1.1, 1.1, -1.2], [0.7, 1.2, 0.1], [-0.1, -1.7, 0.0], [0.8, 0.6, -1.7], [-2.3, 1.5, 0.3], [0.7, 0.1, -0.1], [0.2, -0.1, 0.4], [0.0, 0.6, 0.9], [-1.2, 0.3, 0.7], [1.1, -0.9, 0.2], [0.2, 0.3, 0.9], [0.3, -0.3, 0.1], [1.2, -1.1, -0.2], [-0.1, 0.1, 0.6], [-0.4, 0.3, -0.2], [0.3, 0.2, -0.3], [0.3, 0.4, 0.5]]}


Entry 2:
{"formula": "C24H14F13IMoN6O9P2", "method": "ωB97M-V/def2-TZVPD", "total_charge": 0, "molar_mass_g_mol": 1062.2, "e_tot_ha": -4275.65687, "symbols": ["I", "Mo", "P", "P", "F", "F", "F", "F", "F", "F", "F", "F", "F", "F", "F", "F", "F", "O", "O", "O", "O", "O", "O", "O", "O", "O", "N", "N", "N", "N", "N", "N", "C", "C", "C", "C", "C", "C", "C", "C", "C", "C", "C", "C", "C", "C", "C", "C", "C", "C", "C", "C", "C", "C", "C", "C", "H", "H", "H", "H", "H", "H", "H", "H", "H", "H", "H", "H", "H", "H"], "positions_angstrom": [[-1.2374, 2.0048, 2.1980], [0.1596, -0.5336, -1.0678], [2.7108, -0.7771, -2.5860], [1.1369, -3.0423, -2.4418], [-2.0183, -0.7136, 4.0075], [-0.0300, 4.2334, -2.6935], [3.3607, 2.1181, -2.9466], [1.9338, 4.1004, -3.5327], [1.8949, -4.0169, 2.1605], [2.1780, 3.6555, 0.5555], [3.7534, 3.6267, -1.4869], [3.4431, 1.6137, -0.8403], [1.6601, 5.1169, -0.9364], [-0.1985, -3.3453, 0.5539], [0.0424, -1.2881, 5.5730], [0.1333, 3.9427, 0.0038], [0.5520, 2.4752, -3.7627], [2.2716, -2.2201, -3.2191], [0.5293, 0.2404, 0.7534], [0.5483, -3.9731, -3.5612], [2.1080, -0.7840, -1.1748], [0.0414, -1.8998, -2.1867], [0.8334, 1.6834, -1.1743], [4.1130, -0.4901, -2.7873], [1.5828, -3.6901, -1.2323], [1.6624, 0.1380, -3.3996], [4.2315, -4.3088, 4.1058], [2.6328, 0.3906, 1.5045], [-4.4137, -0.8704, 2.0184], [-1.8298, -0.2873, -1.0219], [2.6037, -1.8468, 7.0285], [-3.0558, 0.2244, -1.3006], [-4.6619, 1.7105, -1.6257], [-2.0408, -1.3891, 1.2177], [-5.2525, 0.4406, -1.4356], [-2.2138, 2.5262, -1.7769], [2.2205, -2.8694, 4.7246], [1.0906, -2.6300, 3.9129], [2.3910, -2.3008, 5.9937], [-4.3171, -1.9528, -1.1344], [0.9663, -3.1686, 2.6016], [-3.3499, -1.0814, 1.6447], [-4.2538, -0.4712, -1.2399], [1.5018, 2.7683, -1.5698], [-1.5114, -1.0599, -0.0012], [0.0071, -1.8223, 4.3443], [-0.0767, -2.8079, 1.7803], [0.8575, 1.7471, 2.5415], [3.0374, 2.5255, -1.7273], [0.9865, 3.3985, -2.9079], [1.3611, 0.7578, 1.5251], [-3.3063, 1.5541, -1.5659], [-1.1003, -1.9307, 2.1878], [1.3664, 3.9019, -0.4898], [3.3011, -3.6762, 4.3440], [-1.0601, -1.5134, 3.5288], [2.9147, -0.2213, 0.7369], [-2.4732, 3.4904, -1.3504], [-5.1121, -2.3201, -1.7791], [-2.0436, 2.6559, -2.8449], [3.3574, 0.8694, 2.0167], [-3.3734, -2.4132, -1.4360], [-6.3021, 0.2340, -1.4405], [2.0372, 0.4898, -4.2121], [0.4158, -3.5775, -4.4265], [-4.5564, -2.2706, -0.1210], [1.0095, 1.4102, 3.5688], [1.3335, 2.7170, 2.4206], [-1.2904, 2.1748, -1.3197], [-5.1905, 2.6263, -1.7991]], "atomic_forces_ev_per_a": [[0.0, 0.4, 0.5], [-1.2, 5.2, 1.7], [0.2, 0.0, -1.0], [0.8, -0.1, -0.7], [0.5, -0.5, -0.2], [-0.5, 0.2, 0.1], [0.2, -0.2, -0.3], [0.2, 0.4, -0.2], [-0.5, 0.4, 0.2], [0.2, -0.2, 0.4], [0.3, 0.4, -0.1], [0.1, -0.1, 0.0], [0.2, 0.3, -0.1], [0.2, 0.1, 1.3], [-0.1, -0.3, -0.6], [-0.3, 0.0, 0.0], [-0.1, -0.2, -0.1], [-0.1, -0.3, 0.4], [0.6, -0.3, 1.4], [-0.2, -0.2, 0.3], [1.3, -0.7, -0.1], [-0.1, -2.9, -2.3], [-0.4, -0.3, 0.0], [0.4, -0.1, -0.1], [0.0, -0.7, 0.2], [0.3, -0.4, 0.3], [0.0, 0.0, 0.0], [0.0, -0.3, -0.2], [-0.4, 0.1, 0.1], [-1.1, -1.1, 1.9], [0.0, 0.0, 0.0], [-0.2, 0.1, -0.2], [0.5, -0.1, 0.1], [1.1, -1.5, 2.9], [0.4, -0.4, 0.1], [0.1, -0.1, 0.0], [-2.2, 0.4, -1.5], [2.0, -0.5, 1.3], [0.0, 0.6, 1.1], [0.0, -0.1, 0.1], [-0.6, -0.3, -1.8], [-0.2, 0.5, 0.2], [-0.6, -0.4, 0.0], [0.0, 0.0, 0.0], [0.5, 1.3, -3.2], [-1.7, 1.2, 0.1], [1.5, -1.1, -0.8], [-0.4, 0.1, -0.1], [0.0, 0.3, 0.2], [0.0, -0.1, -0.1], [0.1, -0.2, -0.1], [-0.1, 0.9, -0.2], [-1.7, 1.2, -1.9], [-0.2, -0.1, -0.1], [0.9, -0.7, -0.5], [0.4, 0.2, 2.0], [0.0, 0.2, 0.1], [0.0, 0.1, 0.0], [0.1, -0.1, -0.1], [0.1, 0.1, 0.0], [-0.2, 0.1, 0.0], [-0.1, -0.1, -0.1], [-0.3, -0.2, -0.1], [0.0, 0.2, -0.1], [0.0, 0.2, -0.1], [0.0, -0.2, 0.0], [0.0, -0.1, -0.2], [0.0, -0.1, -0.1], [0.0, 0.2, -0.1], [0.0, 0.3, 0.0]]}


Entry 3:
{"formula": "C24H15BrN7O2Pd", "method": "ωB97M-V/def2-TZVPD", "e_above_lowest_kcal_mol": 5.0, "total_charge": 1, "molar_mass_g_mol": 619.8, "e_tot_ha": -4159.08184, "symbols": ["Pd", "Br", "O", "O", "N", "N", "N", "N", "N", "N", "N", "C", "C", "C", "C", "C", "C", "C", "C", "C", "C", "C", "C", "C", "C", "C", "C", "C", "C", "C", "C", "C", "C", "C", "C", "H", "H", "H", "H", "H", "H", "H", "H", "H", "H", "H", "H", "H", "H", "H"], "positions_angstrom": [[-1.5257, 0.0088, 0.0512], [-6.1054, -1.1276, 5.8444], [-2.8602, -0.0451, 1.6243], [-0.7877, 0.1068, 2.4161], [6.1152, 0.2324, -4.6012], [-0.5225, -4.6104, -0.6692], [-2.1977, 0.0388, 6.3414], [-1.3622, 2.0306, -0.1744], [-1.2596, -2.0017, -0.1990], [-0.0250, 0.0545, -1.1501], [-0.7426, 4.6803, -0.5765], [4.2836, 1.3642, -3.5507], [-1.6063, -4.3142, 0.0308], [-2.0001, -0.0078, 2.6113], [-2.1284, 2.9802, 0.3310], [-2.5635, -0.1197, 3.9835], [-3.8830, -0.4933, 4.1877], [4.3340, -1.0040, -3.5822], [1.7915, -1.0888, -2.1016], [0.5236, 1.2385, -1.4192], [-1.9837, -2.9977, 0.2776], [3.6787, 0.1618, -3.2036], [0.5836, -1.0962, -1.4334], [-1.7599, 0.1360, 5.0898], [-3.4628, -0.3315, 6.5341], [-4.3304, -0.6058, 5.4867], [5.4869, 1.3483, -4.2408], [-0.1584, -2.2782, -0.9241], [1.7294, 1.3009, -2.0880], [0.0193, 3.7103, -1.0784], [-0.2751, 2.3744, -0.8913], [0.1965, -3.5947, -1.1431], [5.5352, -0.9183, -4.2709], [-1.8090, 4.3182, 0.1192], [2.3842, 0.1243, -2.4638], [-0.7272, 0.4273, 4.9464], [2.1617, 2.2662, -2.2998], [-2.9866, 2.6653, 0.9095], [-2.1947, -5.1393, 0.4112], [-3.7999, -0.4149, 7.5607], [1.0813, -3.8445, -1.7157], [-2.8552, -2.7367, 0.8631], [-4.5399, -0.6847, 3.3496], [2.2739, -2.0280, -2.3237], [3.9415, -1.9863, -3.3611], [5.9674, 2.2801, -4.5145], [6.0546, -1.8212, -4.5692], [3.8505, 2.3224, -3.3025], [-2.4301, 5.1065, 0.5247], [0.8903, 4.0137, -1.6466]], "atomic_forces_ev_per_a": [[-0.6, -0.1, 0.2], [0.0, 0.0, 0.0], [0.5, 0.0, -0.3], [-0.1, 0.0, 0.5], [-0.1, 0.0, 0.1], [0.0, 0.1, 0.0], [-0.1, 0.0, -0.1], [0.0, -0.2, 0.1], [0.0, 0.3, 0.1], [0.0, 0.0, -0.2], [0.0, -0.1, 0.0], [0.0, 0.1, 0.0], [0.1, -0.1, -0.1], [-0.1, 0.0, 0.0], [-0.1, 0.0, 0.1], [0.0, 0.0, 0.0], [-0.1, 0.0, -0.1], [0.0, -0.1, 0.0], [0.0, -0.1, 0.0], [0.0, 0.2, 0.0], [-0.1, 0.0, 0.2], [-0.1, 0.0, 0.1], [0.0, -0.2, 0.0], [0.0, -0.1, 0.1], [0.2, 0.0, 0.0], [0.0, 0.0, 0.0], [0.0, -0.1, 0.0], [0.2, 0.0, -0.2], [0.0, 0.1, 0.0], [0.0, 0.1, 0.0], [0.2, 0.0, -0.2], [0.0, -0.1, 0.0], [0.0, 0.1, 0.0], [0.1, 0.1, -0.1], [0.1, 0.0, 0.0], [0.0, 0.0, 0.0], [0.0, 0.0, 0.0], [0.0, 0.0, 0.0], [0.0, 0.0, 0.0], [0.0, 0.0, 0.0], [0.0, 0.0, 0.0], [0.0, 0.0, 0.0], [0.0, 0.0, 0.0], [0.0, 0.0, 0.0], [0.0, 0.0, 0.0], [0.0, 0.0, 0.0], [0.0, 0.0, 0.0], [0.0, 0.0, 0.0], [0.0, 0.0, 0.0], [0.0, 0.0, 0.0]]}